This record from OMol25 describes a structure of composition C57H36AsN9O5Tl. The level of theory is wB97M-V/def2-TZVPD.

```
109
Properties=species:S:1:pos:R:3
Tl 0.84 -0.16 -1.05
C -3.03 5.07 -1.84
C -2.92 5.21 -0.44
C -1.99 4.52 0.29
C -1.07 3.63 -0.35
C 0.00 2.70 -0.01
N 0.38 2.04 -1.14
C -0.36 2.50 -2.21
N -0.34 2.09 -3.50
C 0.25 1.03 -3.97
C 0.22 0.63 -5.37
C -0.39 1.18 -6.49
C -0.23 0.53 -7.71
C 0.52 -0.65 -7.81
C 1.12 -1.21 -6.69
C 0.95 -0.56 -5.47
C 1.45 -0.87 -4.12
N 2.25 -1.91 -3.89
C 2.89 -2.04 -2.70
N 2.70 -1.32 -1.56
C 3.74 -1.56 -0.68
N 3.97 -0.95 0.48
C 3.26 0.03 1.02
N 2.14 0.70 0.56
C 1.74 1.62 1.46
N 0.69 2.52 1.23
C 2.62 1.54 2.64
C 2.72 2.13 3.91
C 3.75 1.77 4.75
C 4.71 0.82 4.39
C 4.62 0.20 3.16
C 3.58 0.56 2.31
C 4.59 -2.56 -1.26
C 5.78 -3.17 -0.83
C 6.39 -4.08 -1.66
C 5.84 -4.40 -2.92
C 4.68 -3.80 -3.37
C 4.05 -2.88 -2.52
N 1.00 0.08 -3.27
C -1.24 3.50 -1.76
C -2.20 4.21 -2.50
H -3.79 5.63 -2.38
H -3.61 5.86 0.09
H -2.03 4.69 1.36
H -0.98 2.09 -6.41
H -0.70 0.94 -8.60
H 0.64 -1.13 -8.77
H 1.70 -2.12 -6.74
H 2.01 2.85 4.24
H 3.81 2.24 5.73
H 5.51 0.56 5.08
H 5.33 -0.56 2.84
H 6.21 -2.91 0.14
H 7.31 -4.56 -1.35
H 6.35 -5.12 -3.55
H 4.26 -4.02 -4.34
H -2.26 4.03 -3.56
O 2.54 -4.04 0.60
C 1.59 -3.13 0.80
O 1.66 -2.21 1.56
C 0.34 -3.40 0.02
C -0.27 -4.63 0.22
C -1.53 -4.82 -0.28
C -2.12 -3.78 -0.98
C -1.42 -2.61 -1.20
N -0.20 -2.42 -0.71
C -2.01 -1.45 -1.96
O -3.22 -1.60 -2.49
O -1.47 -0.42 -2.11
H 3.34 -3.73 1.05
H 0.23 -5.39 0.79
H -2.06 -5.75 -0.11
H -3.13 -3.90 -1.34
H -3.59 -2.48 -2.33
O -0.73 -0.13 0.74
As -1.71 0.59 1.89
C -0.93 1.84 3.03
C -1.16 1.75 4.40
C -0.71 2.70 5.29
C 0.07 3.78 4.77
C 0.42 3.89 3.47
C -0.17 3.00 2.41
C -3.38 1.28 1.19
C -4.27 1.81 2.12
C -5.50 2.30 1.70
C -5.84 2.27 0.35
C -4.93 1.77 -0.58
C -3.70 1.27 -0.16
C -2.27 -0.93 2.95
C -1.24 -1.67 3.54
C -1.52 -2.88 4.16
C -2.82 -3.37 4.18
C -3.84 -2.64 3.58
C -3.57 -1.43 2.96
H -1.71 0.89 4.78
H -0.91 2.61 6.35
H 0.45 4.52 5.46
H 1.02 4.72 3.12
H -0.80 3.67 1.87
H -4.00 1.85 3.17
H -6.20 2.71 2.42
H -6.79 2.65 0.02
H -5.17 1.78 -1.64
H -2.98 0.93 -0.88
H -0.23 -1.29 3.51
H -0.72 -3.45 4.62
H -3.04 -4.32 4.66
H -4.86 -3.02 3.59
H -4.36 -0.86 2.49
```

## Properties
LUMO (spin up / spin down)   1.08 / 1.08 eV
Total charge   -1
HOMO level (spin up / spin down)   -2.8 / -2.8 eV

***

This record from OMol25 describes a cluster of 2 separate species, C5H14N2OS in total. The level of theory is wB97M-V/def2-TZVPD.

```
23
Properties=species:S:1:pos:R:3
C 0.46 -0.23 1.55
C -1.54 1.27 1.23
C 1.10 -2.47 -1.17
C 0.31 1.47 -0.47
C -0.31 0.71 0.65
N -0.07 2.87 -0.60
N -0.12 -2.46 -0.41
O -0.66 -0.84 -2.22
S -1.21 -1.23 -0.93
H 1.26 -0.69 0.91
H -0.13 -1.18 1.76
H 0.57 0.33 2.49
H -1.58 2.39 1.36
H -1.60 0.91 2.30
H -2.45 1.12 0.62
H 1.35 -1.45 -1.36
H 1.90 -2.93 -0.45
H 1.06 -2.99 -2.14
H 0.01 1.03 -1.40
H 1.33 1.25 -0.38
H 0.41 3.03 -1.50
H 0.20 3.47 0.18
H -0.28 -3.39 -0.03
```

## Properties
LUMO (spin up / spin down)   0.20 / 0.60 eV
HOMO level (spin up / spin down)   -7.1 / -7.3 eV

***

This record from OMol25 describes a structure of composition C24H43N2P3SSeW. The level of theory is wB97M-V/def2-TZVPD.

```
75
Properties=species:S:1:pos:R:3
W -0.46 -0.32 0.56
P -1.90 -0.88 2.55
P 1.06 -2.28 -0.15
P -2.14 -0.87 -1.05
H 0.74 1.88 -0.70
C -0.26 1.42 -0.77
C -1.19 1.72 0.37
H -0.79 2.38 1.16
C -1.29 -0.28 4.17
C -2.39 -2.62 2.99
C -3.51 -0.06 2.45
C 1.99 -2.07 -1.69
C 2.44 -2.99 0.89
C 0.04 -3.80 -0.44
C -3.41 0.38 -1.46
C -3.23 -2.31 -0.67
C -1.50 -1.28 -2.71
H -0.66 1.42 -1.80
H -2.25 1.90 0.14
H -1.03 0.79 4.16
H -0.38 -0.81 4.47
H -2.04 -0.46 4.94
H -1.53 -3.22 3.35
H -2.81 -3.13 2.13
H -3.17 -2.59 3.76
H -3.41 1.03 2.40
H -4.04 -0.32 3.37
H -4.12 -0.38 1.59
H 2.55 -2.99 -1.88
H 2.71 -1.25 -1.59
H 1.38 -1.85 -2.57
H 2.99 -3.73 0.30
H 2.16 -3.43 1.87
H 3.15 -2.19 1.10
H 0.77 -4.59 -0.63
H -0.63 -3.71 -1.31
H -0.56 -4.06 0.44
H -4.09 -0.05 -2.21
H -2.97 1.28 -1.88
H -4.01 0.66 -0.58
H -3.85 -2.49 -1.56
H -3.89 -2.12 0.18
H -2.66 -3.23 -0.46
H -2.37 -1.42 -3.38
H -0.91 -2.20 -2.73
H -0.89 -0.47 -3.12
C 2.28 2.13 -4.97
C 1.59 3.00 -4.10
C 1.27 4.29 -4.51
C 1.66 4.75 -5.78
C 2.35 3.89 -6.64
C 2.66 2.59 -6.24
Se 2.68 0.34 -4.45
H 2.08 0.49 -3.08
H 1.30 2.64 -3.12
H 0.73 4.96 -3.83
H 1.41 5.77 -6.09
H 2.65 4.24 -7.63
H 3.21 1.92 -6.91
N 0.23 -1.88 2.34
C 1.20 -1.03 2.61
N 1.04 0.17 2.00
C 1.69 1.15 2.77
C 1.49 2.51 2.63
C 2.02 3.30 3.63
C 2.70 2.75 4.72
C 2.84 1.38 4.86
C 2.32 0.57 3.88
S 2.22 -1.16 4.04
H 0.40 -2.86 2.63
H -0.99 -1.85 0.78
H 0.94 2.87 1.76
H 1.92 4.37 3.55
H 3.12 3.40 5.47
H 3.34 0.89 5.67
```

## Properties
LUMO (spin up / spin down)   -15.62 / -15.54 eV
Total charge   +4
Multiplicity   3
<S²>   2.0922
HOMO level (spin up / spin down)   -17.7 / -17.9 eV

***

This record from OMol25 describes a structure of composition C36H38Cl5KN2O2S2. The level of theory is wB97M-V/def2-TZVPD.

```
86
Properties=species:S:1:pos:R:3
K -0.30 -1.19 -0.91
Cl -3.75 -4.54 -1.69
C -3.56 -3.32 -2.96
C -2.54 -2.40 -2.84
C -2.47 -1.50 -3.87
Cl -1.16 -0.30 -3.85
C -3.35 -1.45 -4.96
Cl -3.21 -0.25 -6.21
C -4.36 -2.40 -5.02
Cl -5.48 -2.39 -6.35
C -4.47 -3.36 -4.02
Cl -5.72 -4.56 -4.12
O 1.30 -3.10 -1.87
S 1.42 -4.28 -0.94
C 2.45 -3.76 0.46
C 1.76 -4.24 1.72
C 0.28 -3.91 1.51
C -0.07 -4.43 0.12
H 2.45 -2.66 0.40
H 3.46 -4.12 0.30
H 2.16 -3.73 2.59
H 1.91 -5.32 1.85
H 0.13 -2.82 1.58
H -0.36 -4.37 2.27
H -0.91 -3.93 -0.37
H -0.27 -5.50 0.12
C 2.95 -0.97 -3.54
C 3.94 -1.37 -2.55
N 4.75 -1.69 -1.80
H 1.99 -1.43 -3.32
H 3.27 -1.32 -4.52
H 2.86 0.12 -3.57
O 2.53 2.30 -3.15
S 2.01 2.33 -1.75
C 2.28 4.02 -1.17
C 3.00 4.87 -1.99
C 3.24 6.17 -1.57
C 2.76 6.60 -0.34
C 2.04 5.74 0.47
C 1.80 4.43 0.06
C 0.23 2.46 -1.85
C -0.55 2.04 -0.77
C -1.93 2.19 -0.86
C -2.50 2.71 -2.02
C -1.71 3.09 -3.09
C -0.33 2.97 -3.01
H 3.36 4.49 -2.94
H 3.80 6.85 -2.20
H 2.94 7.62 -0.02
H 1.66 6.07 1.43
H 1.23 3.75 0.69
H -0.12 1.58 0.12
H -2.55 1.87 -0.04
H -3.58 2.80 -2.09
H -2.16 3.47 -4.00
H 0.32 3.24 -3.83
C -2.81 -2.23 2.62
C -2.94 -0.72 2.86
C -3.36 -0.01 1.57
C -1.70 -0.10 3.48
C -1.85 0.50 4.71
C -0.80 1.10 5.42
C 0.46 1.03 4.82
C 0.69 0.45 3.59
C 2.13 0.43 3.11
C 2.32 1.27 1.84
C 2.64 -0.99 2.89
C -0.39 -0.16 2.77
N -0.24 -0.69 1.59
H -3.74 -2.65 2.22
H -2.58 -2.74 3.56
H -2.00 -2.39 1.91
H -3.76 -0.57 3.59
H -2.51 -0.01 0.89
H -3.66 1.02 1.78
H -4.21 -0.52 1.08
H -2.85 0.50 5.16
H -0.96 1.56 6.39
H 1.31 1.46 5.36
H 2.74 0.89 3.90
H 1.64 0.87 1.08
H 3.35 1.24 1.47
H 2.05 2.31 2.06
H 1.95 -1.46 2.19
H 2.62 -1.55 3.84
H 3.66 -1.01 2.49
```

## Properties
LUMO   3.76 eV
Total charge   -2
HOMO level   0.6 eV

***

This record from OMol25 describes the ion C12H15N6O2 with charge +1. The level of theory is wB97M-V/def2-TZVPD.

```
35
Properties=species:S:1:pos:R:3
N 2.88 -3.86 -0.49
C 2.00 -3.82 -1.22
O 0.87 -3.99 -1.88
N -0.09 -3.06 -1.59
N -0.89 -2.60 -2.48
N -1.68 -1.75 -1.91
C -1.37 -1.66 -0.60
C -2.01 -0.80 0.41
C -2.63 0.47 -0.20
C -1.70 1.23 -1.16
N -1.29 2.54 -0.64
C -0.57 2.56 0.63
C 0.62 1.65 0.86
C 0.76 1.09 2.14
C 1.80 0.23 2.46
C 2.73 -0.11 1.49
C 2.63 0.44 0.21
C 1.59 1.31 -0.08
O 1.51 1.83 -1.37
N -0.34 -2.50 -0.39
H -1.28 -0.56 1.19
H -2.79 -1.40 0.89
H -2.95 1.12 0.61
H -3.54 0.18 -0.73
H -0.83 0.62 -1.43
H -2.23 1.40 -2.10
H -0.75 3.00 -1.36
H -0.22 3.59 0.77
H -1.28 2.39 1.44
H 0.03 1.36 2.90
H 1.85 -0.16 3.47
H 3.53 -0.79 1.71
H 3.35 0.20 -0.56
H 2.16 2.53 -1.49
H 0.15 -2.67 0.49
```

## Properties
LUMO   -4.96 eV
Total charge   +1
SMILES string   N#COn1nnc(CCCNCc2ccccc2O)[nH+]1
HOMO level   -11.7 eV

***

This record from OMol25 describes an isolated molecule of C3H9N3. The level of theory is wB97M-V/def2-TZVPD.

```
15
Properties=species:S:1:pos:R:3
H 3.21 -1.06 -0.30
N 2.33 -0.93 0.04
C 2.06 0.27 -0.08
N 0.76 0.68 -0.17
N -0.38 -0.14 0.28
C -1.61 0.49 -0.01
C -2.63 -0.57 -0.19
H 2.60 1.28 -0.27
H 0.69 1.63 0.37
H -0.17 -0.02 1.35
H -1.91 1.41 0.65
H -1.67 0.99 -1.02
H -1.99 -1.67 -0.37
H -3.13 -0.55 0.85
H -3.57 -0.46 -0.57
```

## Properties
LUMO   0.76 eV
SMILES string   [H]/N=C/NNCC
HOMO level   -9.3 eV

***

| no. | strongest force on any atom (eV/Å) |
| --- | --- |
| 1 | 1.4 |
| 2 | 2.5 |
| 3 | 5.1 |
| 4 | 0.4 |
| 5 | 0.8 |
| 6 | 6.9 |